1.
DFT (ωB97M-V/def2-TZVPD) results for a cluster of 3 separate species, C3H10NO4S2 in total in a non-equilibrium geometry.

The geometry in XYZ format:
```
20
Properties=species:S:1:pos:R:3
N -1.44 1.98 1.13
C -1.30 1.11 -0.12
C -0.59 -0.21 0.13
O -0.92 -1.25 -0.47
O 0.33 -0.12 1.05
C -0.67 1.83 -1.21
S 1.10 2.29 -0.96
S 2.26 0.76 -1.80
H -1.66 1.42 2.01
H -0.50 2.44 1.32
H -2.36 0.92 -0.46
H -1.29 2.64 -1.57
H -0.50 1.19 -2.12
H 2.11 -0.33 -0.92
H 2.25 -1.60 0.96
H 1.62 -2.30 -0.33
O 2.42 -2.20 0.25
H -0.86 -2.44 0.73
H 0.47 -3.09 1.01
O -0.47 -3.04 1.38
```

As for the electronic energy: -1272.47599 a.u. Its gap between HOMO and LUMO is 8.2237 eV. As for the relative energy (zero: lowest compared OMol25 entry of this formula, charge and spin): 1.055 eV. Its charge is -1.

Results of the Löwdin charge analysis, in e, for atoms 1 through 4:
1 N 0.002
2 C -0.427
3 C -0.682
4 O -0.050

---

2.
DFT (ωB97M-V/def2-TZVPD) results for a cluster of 2 separate species, C4H12 in total in a non-equilibrium geometry.

The geometry in XYZ format:
```
16
Properties=species:S:1:pos:R:3
C -2.15 1.21 -0.14
C -2.31 -0.12 -0.81
H -1.86 2.03 -0.81
H -2.98 1.61 0.43
H -1.27 1.16 0.50
H -1.32 -0.59 -0.77
H -2.57 -0.16 -1.86
H -2.90 -0.93 -0.38
C 1.86 0.11 0.36
C 2.52 -1.23 0.63
H 2.55 0.95 0.20
H 1.41 0.07 -0.65
H 1.03 0.46 0.97
H 3.45 -1.30 0.08
H 1.73 -1.98 0.58
H 2.79 -1.30 1.69
```

As for the electronic energy: -159.56111 a.u. Its gap between HOMO and LUMO is 12.4717 eV. As for the relative energy (zero: lowest compared OMol25 entry of this formula, charge and spin): 0.649 eV. Its charge is 0. The SMILES is CC.CC.

Results of the Löwdin charge analysis, in e, for atoms 1 through 4:
1 C -0.172
2 C -0.180
3 H 0.069
4 H 0.060

---

3.
DFT (ωB97M-V/def2-TZVPD) results for a structure of composition C26H30Cl3GeN3O3OsSi.

The geometry in XYZ format:
```
68
Properties=species:S:1:pos:R:3
Os 1.03 -0.91 0.74
N 2.66 -2.28 1.29
C 2.17 -3.11 2.41
C 1.34 -2.23 3.32
O 1.21 -2.40 4.50
N 0.78 -1.14 2.63
C 0.42 0.02 3.45
C 0.76 1.29 2.67
O 0.63 2.38 3.17
O 1.17 1.08 1.44
H 2.95 -2.88 0.52
H 3.46 -1.72 1.58
H 2.97 -3.57 2.99
H 1.54 -3.90 2.00
H 0.94 0.00 4.41
H -0.65 0.02 3.65
C 0.24 1.65 -1.86
Ge -0.69 0.45 -0.62
C -2.34 -0.13 -1.53
C -3.09 -1.25 -1.20
C -4.28 -1.54 -1.84
C -4.76 -0.71 -2.84
C -4.02 0.42 -3.19
C -2.83 0.70 -2.54
C -1.47 1.71 0.74
C -1.17 3.09 0.63
C -1.70 4.03 1.50
C -2.55 3.62 2.52
C -2.88 2.25 2.69
C -3.71 1.84 3.73
C -4.01 0.49 3.90
C -3.49 -0.45 3.03
C -2.66 -0.05 1.99
C -2.34 1.30 1.79
H -0.39 2.46 -2.22
H 0.55 1.06 -2.73
H 1.12 2.07 -1.38
H -2.74 -1.95 -0.44
H -4.84 -2.43 -1.57
H -5.69 -0.93 -3.35
H -4.38 1.08 -3.97
H -2.28 1.59 -2.84
H -0.49 3.42 -0.14
H -1.44 5.07 1.39
H -2.95 4.34 3.22
H -4.12 2.58 4.41
H -4.66 0.18 4.71
H -3.71 -1.50 3.16
H -2.23 -0.81 1.33
C 4.57 -1.47 -3.06
C 4.00 -0.08 -2.75
C 5.10 0.88 -2.29
C 3.26 0.48 -3.98
C 3.03 -0.24 -1.66
N 2.30 -0.41 -0.80
H 5.28 -1.38 -3.88
H 3.78 -2.16 -3.35
H 5.10 -1.88 -2.20
H 5.82 0.99 -3.10
H 5.63 0.50 -1.42
H 4.70 1.87 -2.06
H 3.98 0.58 -4.79
H 2.85 1.47 -3.77
H 2.46 -0.18 -4.30
Cl -0.16 -2.35 -2.58
Si 0.32 -2.77 -0.61
Cl -1.20 -3.86 0.25
Cl 1.80 -4.25 -0.89
```

The spin multiplicity is 2. As for the electronic energy: -5236.36748 a.u. Its gap between HOMO and LUMO (spin up / spin down) is 7.0041 / 4.8791 eV. As for the relative energy (zero: lowest compared OMol25 entry of this formula, charge and spin): 2.126 eV. Its charge is +1.

Results of the Löwdin charge analysis, in e, for atoms 1 through 4:
1 Os 1.099
2 N -0.112
3 C -0.136
4 C -0.474

---

Question: Among the records above, which one has the highest electronic energy?
Answer: C4H12

---

Question: The lowest electronic energy belongs to which entry?
Answer: C26H30Cl3GeN3O3OsSi